(1)
Formula: C25H48BrNO2P2W
Source: the OMol25 dataset
Level of theory: ωB97M-V/def2-TZVPD

Positions of all 80 atoms, in Å:
1 W -0.15013 0.34590 0.18340
2 C -1.05343 2.09070 0.37013
3 O -1.67276 3.11048 0.42242
4 C -1.31947 -0.42406 -1.10474
5 O -2.09614 -0.81863 -1.92468
6 P 1.28428 1.44805 -1.57701
7 C 2.32379 0.25506 -2.58371
8 H 2.79957 0.86309 -3.36139
9 C 0.38423 2.47899 -2.85890
10 H -0.53533 1.88787 -3.02122
11 C 2.55629 2.62312 -0.87898
12 H 3.13613 1.96673 -0.20897
13 C -1.16239 0.48162 3.73128
14 P -1.51628 -0.45051 2.14436
15 H -2.11144 -2.51772 3.23839
16 H -0.09075 0.27450 3.89020
17 C -3.38584 -0.32277 1.98236
18 H -3.69413 -0.28930 3.03969
19 C -0.01743 3.88297 -2.39035
20 H 0.73771 4.63066 -2.67302
21 H -0.21215 3.95686 -1.31821
22 H -0.95422 4.16576 -2.88992
23 C 1.14133 2.57563 -4.19527
24 H 0.80301 3.47189 -4.73265
25 H 0.95048 1.70525 -4.83168
26 H 2.22383 2.67529 -4.04582
27 C 3.52077 3.24021 -1.90838
28 H 3.98744 2.50121 -2.57150
29 H 4.33245 3.74394 -1.36276
30 H 3.02435 4.00962 -2.51572
31 C 1.90978 3.72059 -0.03269
32 H 2.59215 3.99812 0.78006
33 H 0.96671 3.39825 0.42407
34 H 1.71531 4.62376 -0.62434
35 C 3.42154 -0.39657 -1.73226
36 H 4.35705 0.17695 -1.76730
37 H 3.62990 -1.40768 -2.10670
38 H 3.11837 -0.48103 -0.68063
39 C 1.44491 -0.78111 -3.27433
40 H 1.02801 -1.46422 -2.53582
41 H 2.05211 -1.39214 -3.95464
42 H 0.60456 -0.35137 -3.82797
43 C -1.94067 -0.00268 4.97450
44 H -2.17386 -1.07488 4.96294
45 H -2.87514 0.56271 5.09880
46 H -1.32787 0.19329 5.86787
47 C -1.33704 1.98842 3.55719
48 H -2.37759 2.25226 3.33120
49 C -1.15488 -3.13304 1.44944
50 H -0.70116 2.38571 2.76047
51 H -1.06016 2.49604 4.49057
52 C 0.03480 -2.37265 3.52986
53 H -0.11621 -3.27717 1.14760
54 H -1.55091 -4.13452 1.64759
55 H -1.69656 -2.74229 0.58219
56 C -1.22579 -2.22766 2.66148
57 H 0.42796 -3.39483 3.43811
58 H -0.18689 -2.19366 4.58736
59 H 0.82074 -1.67432 3.21202
60 C -4.06149 -1.51659 1.29524
61 H -3.76271 -1.58936 0.23854
62 H -5.14863 -1.35314 1.31796
63 H -3.85675 -2.46853 1.79586
64 C -3.84040 0.97760 1.31486
65 H -3.30441 1.86020 1.67265
66 H -4.90620 1.13431 1.53603
67 H -3.73549 0.93672 0.22096
68 H 0.40400 -1.29962 0.69347
69 H 1.18404 -0.70284 -0.25901
70 Br 3.66863 -5.01091 -0.74125
71 C 2.00277 -4.23332 -1.00004
72 C 1.00228 -4.89873 -1.68512
73 C -0.23589 -4.31916 -1.87063
74 C -0.50123 -3.08116 -1.37952
75 N 0.54717 -2.51018 -0.79958
76 C 1.78007 -2.97326 -0.49646
77 H 1.17191 -5.88868 -2.08008
78 H -1.03583 -4.78552 -2.35206
79 H -1.53762 -2.70206 -1.49316
80 H 2.53287 -2.43250 0.05735

Calculated values
Net charge   +4
2S+1   3
E   -4508.5174 a.u.
ΔE to the lowest compared entry with this formula, charge and spin   4.648 eV
HOMO-LUMO gap (alpha / beta)   3.921 / 2.861 eV
Molar mass   720.4 g mol⁻¹

***

(2)
Formula: C23H27F7IN2O9
Source: the OMol25 dataset
Level of theory: ωB97M-V/def2-TZVPD

Positions of all 69 atoms, in Å:
1 C 1.55943 -2.06280 2.99043
2 C 2.08360 -2.06652 1.50525
3 O 2.92349 -0.90326 1.16785
4 C 2.29766 -0.05220 0.32095
5 C 2.31369 -0.23887 -1.13281
6 C 3.10819 -1.46896 -1.66140
7 O 4.05735 -1.34614 -2.37356
8 O 2.70281 -2.74206 -1.27341
9 C 1.90766 -3.40843 -2.26692
10 C 1.62107 0.69942 -2.04982
11 C 1.61458 0.62434 -3.60078
12 C 1.31490 -0.79139 -4.20725
13 C 1.14862 -0.56800 -5.77361
14 O 2.05641 -0.00854 -6.32202
15 O 0.05229 -1.02887 -6.49039
16 C 0.90783 1.79563 -1.39204
17 C 0.10111 2.85493 -2.24339
18 O 0.47167 3.96402 -2.43757
19 C -1.30101 2.32104 -2.81693
20 F -1.28183 0.95499 -3.04562
21 F -1.43099 2.92336 -4.05379
22 C -2.55175 2.77122 -1.96808
23 F -3.64377 2.72092 -2.82319
24 F -2.42768 4.08788 -1.60989
25 C -2.91156 1.82647 -0.75216
26 F -3.24292 2.64627 0.31663
27 F -1.85611 1.04088 -0.32073
28 C -4.14896 0.87928 -0.98923
29 O -5.29274 1.19927 -0.91951
30 O -3.81736 -0.43750 -1.25308
31 N 0.90227 1.96346 -0.00959
32 C 0.19554 3.12557 0.61622
33 C 1.09032 4.45892 0.58791
34 C 2.61673 4.18129 0.34350
35 I 3.74860 6.04072 0.12181
36 C 1.56394 1.12089 0.81839
37 F 1.59332 1.30323 2.15506
38 H 1.55809 -1.02524 3.40947
39 H 0.50485 -2.48173 2.98848
40 H 2.23017 -2.72046 3.60950
41 H 1.20697 -2.07062 0.80267
42 H 2.73588 -2.96949 1.36291
43 H 2.45677 -3.45623 -3.25178
44 H 0.91005 -2.91803 -2.44975
45 H 1.68027 -4.47314 -2.00086
46 H 0.87502 1.33522 -4.06733
47 H 2.61810 0.95539 -3.99281
48 H 2.17361 -1.50967 -4.12218
49 H 0.38132 -1.27878 -3.83228
50 H -0.71514 -0.51753 -6.16916
51 H -4.60340 -0.99024 -1.06335
52 H -0.00570 2.93685 1.70542
53 H -0.79969 3.32068 0.15338
54 H 1.00325 4.95841 1.59257
55 H 0.73148 5.19274 -0.17488
56 H 2.83417 3.57971 -0.57044
57 H 3.04631 3.64123 1.22982
58 C -1.78251 -2.02946 5.04340
59 O -1.30308 -2.03776 3.92011
60 N -2.49431 -3.03575 5.59250
61 C -3.03360 -2.95282 6.93703
62 C -2.72763 -4.23874 4.81329
63 H -1.66418 -1.16597 5.71730
64 H -2.61795 -3.76219 7.54076
65 H -4.12017 -3.05227 6.89447
66 H -2.78095 -1.99865 7.39816
67 H -1.76868 -4.68364 4.54100
68 H -3.26263 -3.97737 3.89822
69 H -3.31304 -4.95487 5.38714

Calculated values
Net charge   +1
E   -2675.6951 a.u.
HOMO-LUMO gap   6.810 eV
Molar mass   735.4 g mol⁻¹

***

(3)
Formula: C9H23NSi
Source: the OMol25 dataset
Level of theory: ωB97M-V/def2-TZVPD

Positions of all 34 atoms, in Å:
1 C -1.77812 1.48134 -2.13639
2 C -0.58350 1.58317 -1.11215
3 C 0.62039 2.51333 -1.52857
4 Si -0.01566 -0.18138 -0.59680
5 N -1.24323 -1.32111 -0.17471
6 C -2.27266 -1.12968 0.83942
7 C -1.16765 -2.72392 -0.41095
8 C 1.23986 -0.06787 0.85848
9 C 0.92017 1.12389 1.83472
10 C 1.17552 -1.40275 1.64655
11 C 2.69417 0.05733 0.32315
12 H -1.68014 0.99134 -3.15856
13 H -2.44281 0.75534 -1.63858
14 H -2.22586 2.44070 -2.21054
15 H -0.92992 2.14454 -0.18251
16 H 1.24988 2.33170 -0.73983
17 H 0.27273 3.50569 -1.62812
18 H 0.93263 2.00564 -2.40363
19 H 0.99935 -1.10825 -1.67404
20 H -2.03621 -1.55585 1.79087
21 H -2.20595 -0.01198 0.86052
22 H -3.29797 -1.48162 0.55132
23 H -2.21895 -3.10295 -0.76084
24 H -0.32749 -3.02737 -1.08312
25 H -0.86355 -3.24307 0.48721
26 H -0.16043 1.16987 2.07759
27 H 1.65182 1.09217 2.69750
28 H 1.01851 2.17570 1.36141
29 H 0.02906 -1.61742 1.89095
30 H 1.92293 -1.38926 2.45030
31 H 1.36450 -2.30596 1.06732
32 H 2.85002 -0.20809 -0.78557
33 H 3.17063 1.04298 0.56847
34 H 3.33794 -0.53619 0.91912

Calculated values
SMILES   CC(C)[Si@H](N(C)C)C(C)(C)C
E   -700.8794 a.u.
ΔE to the lowest compared entry with this formula, charge and spin   2.280 eV
HOMO-LUMO gap   9.299 eV
Molar mass   173.4 g mol⁻¹

***

(4)
Formula: C7H16FNO3PS2
Source: the OMol25 dataset
Level of theory: ωB97M-V/def2-TZVPD

Positions of all 31 atoms, in Å:
1 C 0.51413 2.31485 -0.69373
2 C -0.17648 2.93366 -1.69209
3 C -1.63539 2.61152 -1.76830
4 S -2.34092 3.01595 -0.12821
5 F -3.06684 4.42721 -0.26464
6 P -3.89332 1.44814 0.34756
7 N -5.24047 2.10303 -0.44997
8 O -3.46490 0.09599 -0.44237
9 H 0.92989 2.91380 0.10621
10 H 0.58435 1.22288 -0.74896
11 H 0.27883 3.62478 -2.38805
12 H -2.14000 3.16103 -2.55812
13 H -1.72130 1.52244 -1.85772
14 H -6.09186 1.81316 0.02802
15 H -5.19545 3.11335 -0.30396
16 H -2.50305 -0.05201 -0.40048
17 C 2.78411 -3.57683 1.27362
18 C 2.21012 -2.47950 2.17801
19 C 2.31886 -1.15401 1.41354
20 S 2.25262 -1.57583 -0.33320
21 O 3.51454 -1.24436 -0.93498
22 O 0.99616 -1.10248 -0.88929
23 C 2.16993 -3.34626 -0.10368
24 H 2.55417 -4.57173 1.64962
25 H 3.87007 -3.47990 1.21806
26 H 1.16179 -2.69659 2.39308
27 H 2.73397 -2.42585 3.13053
28 H 1.49843 -0.48004 1.64892
29 H 3.27041 -0.65951 1.59888
30 H 2.70854 -3.84226 -0.90752
31 H 1.11908 -3.63465 -0.12080

Calculated values
Net charge   +1
E   -1793.9920 a.u.
ΔE to the lowest compared entry with this formula, charge and spin   0.000 eV
HOMO-LUMO gap   7.050 eV
Molar mass   276.3 g mol⁻¹

***

(5)
Formula: C34H31ClGeIrNO2S3Sb
Source: the OMol25 dataset
Level of theory: ωB97M-V/def2-TZVPD

Positions of all 75 atoms, in Å:
1 Ir 1.28222 0.79201 0.48226
2 S 3.61930 5.17617 1.54221
3 Sb 2.00086 4.17727 0.22623
4 S 2.94001 1.98033 -0.48861
5 S 0.64944 2.77496 1.73296
6 C -2.26788 1.85967 3.64925
7 O -1.71996 0.74948 4.36819
8 C -1.36527 -0.33194 3.61676
9 C -2.04406 -0.75417 2.48717
10 C -1.60248 -1.87327 1.79264
11 C -0.49275 -2.57455 2.23255
12 C 0.18719 -2.15208 3.36595
13 C -0.24034 -1.03050 4.05615
14 N 0.38705 -0.55813 5.22654
15 C 1.64403 -0.70145 5.66938
16 C 2.82584 -0.86136 4.98484
17 C 4.01740 -1.14916 5.73646
18 C 5.23282 -1.15382 5.15114
19 C 5.35788 -0.82558 3.75437
20 C 4.28802 -0.50601 3.00001
21 C 2.94561 -0.49934 3.56456
22 O 1.96580 -0.15836 2.91113
23 H -2.28461 2.68940 4.35120
24 H -3.28702 1.64459 3.32109
25 H -1.62615 2.12409 2.80463
26 H -2.88942 -0.18869 2.11962
27 H -2.11748 -2.17216 0.88892
28 H -0.12242 -3.42237 1.67134
29 H 1.07881 -2.66979 3.69650
30 H -0.23088 -0.01713 5.81191
31 H 1.71512 -0.61910 6.75197
32 H 3.91351 -1.37028 6.79495
33 H 6.12295 -1.37371 5.72521
34 H 6.34798 -0.80913 3.31447
35 H 4.36677 -0.21064 1.95936
36 C -0.32892 0.66821 -0.44847
37 Ge -0.86711 0.41637 -2.25658
38 C -0.53587 -1.38726 -2.99733
39 C 0.17099 -1.58716 -4.18092
40 C 0.42409 -2.86766 -4.65899
41 C -0.02921 -3.97577 -3.95742
42 C -0.73449 -3.79644 -2.77352
43 C -0.97945 -2.51339 -2.30266
44 C -0.17470 1.67903 -3.58570
45 C 1.18709 1.98388 -3.62674
46 C 1.68104 2.88556 -4.56213
47 C 0.82452 3.48985 -5.47321
48 C -0.53264 3.19288 -5.44416
49 C -1.02562 2.29544 -4.50488
50 C -2.83662 0.62953 -2.24256
51 C -3.37003 1.72767 -1.55913
52 C -4.74289 1.92239 -1.47181
53 C -5.61467 1.01567 -2.06482
54 C -5.10317 -0.08139 -2.74526
55 C -3.72651 -0.26785 -2.83125
56 H -1.17044 0.75516 0.25555
57 H 0.54547 -0.72955 -4.72980
58 H 0.99238 -2.99937 -5.57310
59 H 0.17861 -4.97547 -4.32209
60 H -1.07981 -4.65628 -2.21027
61 H -1.50897 -2.38300 -1.36343
62 H 1.86828 1.54730 -2.90047
63 H 2.73619 3.12842 -4.55669
64 H 1.21004 4.20161 -6.19438
65 H -1.20970 3.66882 -6.14537
66 H -2.08979 2.07995 -4.48368
67 H -2.69588 2.43220 -1.07956
68 H -5.13280 2.78115 -0.93689
69 H -6.68643 1.16305 -1.99420
70 H -5.77570 -0.79510 -3.20847
71 H -3.33935 -1.13141 -3.36386
72 Cl 3.06561 -1.16987 -1.70739
73 C 2.00150 -1.05384 -0.19552
74 H 2.61805 -1.54210 0.56642
75 H 1.18899 -1.73650 -0.44256

Calculated values
Net charge   -2
2S+1   2
E   -5595.7040 a.u.
ΔE to the lowest compared entry with this formula, charge and spin   1.074 eV
HOMO-LUMO gap (alpha / beta)   4.351 / 4.313 eV
Molar mass   1003.9 g mol⁻¹